No. 1
A structure of composition C45H58N2O6P2S2SiV, computed with ωB97M-V/def2-TZVPD.

Properties
- charge = -1
- LUMO energy (eV) = 1.506
- E (eV) = -136686.3283
- HOMO-LUMO gap (eV) = 6.174
- strongest force on any atom (eV/Å) = 1.92
- E_HOMO (eV) = -4.7

Each line ends with the Mulliken charge.
Atoms and positions in Å:
H1 -0.858 -0.752 -5.420  0.03
C1 1.524 2.839 4.508  -0.70
H2 7.058 -1.784 -2.410  0.39
H3 1.767 -3.951 -0.240  0.36
H4 0.283 -1.559 4.746  0.39
S1 -4.936 0.432 3.374  -0.62
O1 0.064 -2.573 0.169  -0.57
H5 0.447 4.835 -1.719  0.52
H6 -1.619 6.019 3.876  0.48
H7 0.549 -0.428 6.938  0.38
C2 1.504 4.289 2.620  -0.42
H8 -3.886 7.008 4.039  0.36
H9 1.154 0.759 4.057  0.53
H10 5.299 -2.295 -0.785  0.24
H11 1.085 3.426 0.712  0.53
H12 4.411 0.891 -4.454  0.43
H13 -1.155 3.020 -2.248  0.19
O2 1.782 6.579 2.811  -0.66
H14 -2.657 -1.864 -2.784  0.07
H15 0.823 -0.273 -5.551  0.29
H16 3.466 -3.755 0.213  0.46
H17 1.620 2.680 5.574  0.45
C3 -2.923 -1.051 -3.457  -0.78
H18 0.591 -4.652 -4.052  0.54
H19 1.417 -1.141 -3.450  -1.25
H20 2.858 -1.575 2.083  0.34
H21 -1.373 3.578 3.494  0.01
H22 2.659 0.388 -2.817  -0.47
H23 -0.417 -2.970 -6.075  0.35
H24 1.390 1.520 -2.925  -0.09
H25 -5.878 5.559 3.829  0.37
C4 -3.769 5.943 3.878  -0.53
H26 0.789 -2.092 -6.997  0.54
H27 -4.418 0.929 -4.632  0.22
S2 -2.312 1.291 1.340  -0.54
H28 -5.600 3.104 3.467  0.35
H29 -2.427 1.717 -1.433  -0.05
H30 -2.626 -1.350 -4.466  0.27
H31 1.876 -3.786 -3.227  -0.35
N1 -1.131 -2.000 0.490  -0.61
C5 3.814 -0.999 -1.670  0.43
H32 2.446 -2.514 -5.125  0.21
H33 -1.358 3.682 -4.332  0.26
O3 1.620 5.756 0.839  -0.61
V1 0.098 -0.712 -0.199  -0.19
H34 -0.993 -2.945 -3.712  0.49
C6 -0.971 1.037 6.528  -0.87
C7 5.086 -1.589 -1.585  -0.72
C8 1.044 -3.664 -3.923  -0.41
H35 6.633 -0.196 -4.268  0.37
C9 -1.245 -0.218 4.066  -0.42
H36 4.404 -1.424 1.210  0.56
C10 3.361 -1.093 1.240  -1.57
C11 -0.324 3.581 -4.677  -1.01
H37 -4.084 2.522 -2.928  0.32
C12 0.323 1.658 -3.091  1.50
C13 1.212 3.250 1.770  0.22
H38 -4.935 -1.494 -4.136  0.52
C14 0.839 0.831 1.407  0.23
C15 -2.172 0.235 -3.041  0.39
C16 0.354 -1.256 -3.679  1.58
H39 1.782 3.808 -2.194  0.30
C17 -4.886 5.129 3.758  -0.57
H40 -0.607 1.503 -5.089  0.23
N2 1.642 5.655 2.042  1.08
H41 1.563 4.559 -4.364  0.35
H42 3.359 -0.012 1.416  0.18
H43 -2.136 0.911 -3.901  1.26
H44 1.853 4.974 4.610  0.49
C18 3.614 -0.105 -2.722  0.87
C19 -1.899 1.510 5.603  -0.11
C20 -2.496 5.386 3.788  -0.68
C21 1.569 -3.155 -5.276  -0.72
H45 -1.345 -0.691 3.096  0.57
C22 0.117 2.121 -4.566  -1.20
H46 3.006 -3.727 -1.493  0.38
C23 1.654 4.116 3.982  -0.69
H47 -5.012 1.621 -1.741  0.52
O4 0.969 0.985 0.122  -0.19
O5 -1.557 -1.457 -0.675  -0.25
C24 1.253 1.765 3.667  -0.77
H48 -5.910 0.729 -3.734  0.53
P1 -3.249 1.420 3.095  1.15
C25 2.690 -3.427 -0.490  -1.64
H49 -0.871 1.527 7.490  0.40
C26 -0.002 -2.711 -3.314  -0.50
H50 -4.830 -1.133 -2.422  0.39
C27 0.483 -2.352 -5.982  -1.00
C28 -2.356 4.023 3.572  0.48
H51 -2.520 2.363 5.851  0.47
H52 0.178 5.527 -3.910  0.41
C29 0.165 -1.064 -5.199  -0.75
H53 1.900 -3.991 -5.896  0.55
C30 -0.096 2.790 -2.128  -0.55
C31 4.610 0.189 -3.652  -0.39
Si1 2.515 -1.549 -0.377  2.10
H54 -0.323 3.872 -5.731  0.51
H55 1.062 2.008 -5.106  0.32
C32 6.089 -1.306 -2.504  -0.69
H56 -0.054 -2.861 -2.239  -0.08
C33 -3.474 3.200 3.457  -0.21
C34 -0.326 -0.696 4.991  -0.68
C35 -4.452 -0.840 -3.407  -0.97
H57 0.043 2.476 -1.099  -0.40
H58 -3.222 0.212 -1.161  0.57
C36 -2.986 0.934 -1.937  -1.06
O6 0.590 -0.329 1.807  -0.44
C37 0.583 4.514 -3.878  -0.92
C38 -4.826 0.619 -3.662  -0.82
C39 1.093 1.978 2.307  0.47
C40 -2.032 0.894 4.359  -0.16
C41 -4.273 1.516 -2.538  -1.33
P2 -0.399 0.022 -2.562  1.84
C42 5.853 -0.415 -3.547  -0.72
C43 -4.739 3.758 3.551  -0.64
C44 0.735 4.040 -2.410  -0.78
C45 -0.178 -0.063 6.221  -0.23



No. 2
A structure of composition C22H21F5IrN7O2Se, computed with ωB97M-V/def2-TZVPD.

Properties
- ΔE to the lowest compared entry with this formula, charge and spin (kJ/mol) = 0.0
- charge = +2
- LUMO energy (spin up / spin down) (eV) = -4.966 / -8.375
- E (eV) = -119436.9375
- HOMO-LUMO gap (spin up / spin down) (eV) = 8.900 / 5.656
- strongest force on any atom (eV/Å) = 0.53
- expectation value of S² = 6.0218
- E_HOMO (spin up / spin down) (eV) = -13.9 / -14.0
- spin multiplicity = 5

Each line ends with the Mulliken spin population.
Atoms and positions in Å:
C1 4.410 -2.836 0.797  0.00
H1 3.171 -1.528 -1.113  0.00
F1 2.971 5.368 -2.797  0.00
N1 3.290 -3.530 2.870  0.00
H2 3.797 -0.032 -1.308  0.00
C2 -5.419 -0.048 -2.617  0.00
Ir1 1.041 0.035 -1.208  2.50
H3 3.249 -4.614 1.087  0.00
C3 -6.734 0.217 -2.278  0.00
F2 -0.981 6.706 -0.645  0.00
F3 -1.157 4.287 0.553  0.00
N2 -3.065 -0.206 -2.006  0.01
C4 3.337 -0.503 0.670  0.08
C5 -2.622 -0.930 -3.095  -0.01
H4 -3.996 0.375 0.439  0.00
C6 -8.420 0.903 -0.632  0.00
H5 1.795 -3.177 5.694  0.00
C7 1.873 3.862 -1.369  0.00
C8 -6.066 0.634 0.000  0.00
H6 0.331 -2.914 3.958  0.00
C9 -1.991 0.258 -1.364  0.03
H7 -7.509 0.159 -3.029  0.00
C10 -0.139 4.548 -0.258  0.05
H8 4.386 -2.990 -0.286  0.00
C11 -0.061 5.786 -0.863  -0.02
H9 -6.326 0.890 1.018  0.00
N3 -0.876 -0.126 -1.983  0.11
C12 -4.438 0.035 -1.644  0.00
O1 2.005 -0.881 2.600  0.03
C13 2.285 -3.340 3.719  0.00
H10 2.281 -3.153 1.064  0.00
C14 4.499 -1.360 1.158  0.00
C15 2.030 -0.863 1.390  -0.05
H11 0.870 -2.843 2.352  0.00
C16 -7.059 0.574 -0.974  0.00
N4 -9.502 1.173 -0.363  0.00
H12 5.333 -3.327 1.116  0.00
N5 3.095 -0.564 -0.798  0.08
H13 -0.568 -1.314 -3.762  -0.01
H14 4.558 -1.235 2.240  0.00
H15 3.555 0.538 0.917  -0.02
F4 2.804 2.938 -1.626  0.01
C17 0.823 3.567 -0.499  0.04
O2 1.015 -1.150 0.611  0.16
H16 4.195 -3.713 3.275  0.00
C18 1.973 5.095 -1.975  -0.03
H17 -5.176 -0.295 -3.641  0.00
C19 3.225 -3.571 1.409  0.00
C20 -1.272 -0.882 -3.074  0.01
N6 1.033 -3.180 3.288  0.00
N7 2.520 -3.389 5.030  0.00
H18 -3.291 -1.429 -3.772  0.00
H19 5.428 -0.956 0.748  0.00
F5 1.086 7.234 -2.296  0.01
C21 1.002 6.058 -1.717  0.08
H20 -2.029 0.882 -0.488  -0.01
H21 3.446 -3.530 5.394  0.00
C22 -4.753 0.357 -0.333  0.00
Se1 0.737 1.932 0.413  0.94



No. 3
An isolated molecule of C19H20F3N7O, computed with ωB97M-V/def2-TZVPD.

Properties
- charge = 0
- LUMO energy (eV) = 0.279
- E (eV) = -40658.1939
- HOMO-LUMO gap (eV) = 8.564
- SMILES = Cn1nccc1-c1n[nH]c2cc3c(cc12)CN([C@@H]1CCN(CC(F)(F)F)C1)C(=O)N3
- strongest force on any atom (eV/Å) = 3.40
- E_HOMO (eV) = -8.3

Each line ends with the Mulliken charge.
Atoms and positions in Å:
C1 -2.775 1.122 0.205  0.99
H1 2.995 -4.031 0.907  0.36
C2 2.004 -2.912 -0.688  -0.29
F1 5.353 -0.816 -3.127  -0.25
C3 -3.110 -0.543 -1.537  -1.19
H2 -0.820 3.256 1.463  0.44
H3 -5.652 5.183 2.792  0.30
C4 -3.515 2.308 0.650  0.39
N1 4.177 -1.990 -0.520  0.03
F2 6.602 -2.336 -2.145  -0.25
C5 -1.925 -1.181 -1.188  0.64
N2 -1.429 -2.198 -1.990  -0.16
C6 5.266 -0.981 -0.715  -0.96
N3 -3.060 5.159 3.004  -1.09
C7 -0.165 -2.734 -1.836  0.33
N4 -4.718 1.357 -0.873  -0.09
H4 3.326 -2.623 -2.393  0.32
H5 5.948 -1.129 0.128  0.34
H6 3.170 -1.055 1.123  0.23
H7 -1.115 0.818 1.470  0.56
H8 -3.697 -0.928 -2.334  0.39
H9 -1.908 -2.386 -2.860  0.23
C8 -3.549 0.598 -0.834  -0.62
H10 4.801 0.004 -0.674  0.45
C9 2.519 -3.068 0.757  -0.80
H11 4.388 -2.301 1.577  0.44
H12 1.748 -2.928 1.535  0.28
H13 -5.699 3.410 2.735  0.28
H14 2.669 -1.057 -1.729  0.31
F3 7.109 -0.145 -1.887  -0.26
H15 -0.950 5.310 3.130  0.45
H16 -0.118 -2.034 1.181  0.28
C10 3.598 -2.045 0.838  -0.60
C11 3.054 -2.085 -1.473  -0.88
C12 -3.047 3.384 1.551  -0.20
H17 -5.651 4.392 1.245  0.29
C13 -1.600 0.421 0.573  -0.87
C14 -1.837 4.845 2.755  -0.49
C15 6.113 -1.077 -2.025  0.89
O1 0.133 -3.662 -2.565  -0.70
C16 -1.150 -0.733 -0.110  0.21
H18 1.989 -3.915 -1.125  0.54
C17 -5.295 4.304 2.265  -0.76
C18 -1.756 3.720 1.826  -0.42
H19 -5.536 1.084 -1.428  0.21
H20 0.867 -0.685 0.536  0.27
N5 0.647 -2.303 -0.798  0.18
N6 -4.703 2.362 0.037  -0.57
N7 -3.816 4.298 2.281  0.81
C19 0.121 -1.453 0.292  0.00



No. 4
A cluster of 8 separate species, C4H24N2O8S in total, computed with ωB97M-V/def2-TZVPD.

Properties
- ΔE to the lowest compared entry with this formula, charge and spin (kJ/mol) = 5.0
- charge = -2
- LUMO energy (eV) = 5.471
- E (eV) = -34734.4624
- HOMO-LUMO gap (eV) = 6.699
- strongest force on any atom (eV/Å) = 3.91
- E_HOMO (eV) = -1.2

Each line ends with the Mulliken charge.
Atoms and positions in Å:
H1 -1.687 1.518 -0.288  0.50
C1 0.956 -0.926 0.061  1.84
H2 2.480 -0.471 -1.269  0.26
N1 -0.979 -0.264 1.555  -0.19
O1 0.331 2.435 -1.954  -0.83
C2 1.513 -2.365 0.228  -1.17
H3 0.835 -0.915 2.274  0.13
H4 -0.962 0.516 -2.680  0.41
H5 0.098 -0.507 -3.013  0.30
H6 1.652 0.873 -0.773  0.18
H7 3.098 1.144 1.006  0.36
H8 -0.518 2.071 -1.555  0.51
H9 -2.395 -2.169 -0.221  0.43
H10 -2.534 0.967 2.228  0.26
H11 2.397 2.406 1.301  0.42
H12 -2.107 0.112 -1.154  0.35
O2 -1.933 -3.206 1.083  -0.81
H13 -1.605 -2.019 -1.620  0.28
O3 -2.352 -1.638 -1.054  -0.78
O4 -1.872 1.017 -1.314  -1.10
H14 0.070 2.607 0.822  0.47
H15 0.079 -0.949 -0.644  -0.58
H16 0.423 1.828 -2.707  0.40
H17 -1.213 -3.584 0.592  0.25
C3 0.503 -0.320 1.427  -0.69
S1 0.680 -3.523 -0.942  -0.68
H18 -1.560 -2.444 1.585  0.42
H19 2.567 -2.380 0.085  0.53
O5 3.211 1.957 1.522  -0.78
C4 -1.475 1.078 1.916  -0.58
H20 -0.869 1.501 2.777  0.36
O6 0.968 3.085 0.570  -0.94
N2 2.010 -0.052 -0.493  -0.71
O7 -0.339 0.209 -3.345  -0.79
H21 -1.409 -0.518 0.705  0.10
H22 0.919 2.979 -0.411  0.35
O8 -1.337 1.973 0.914  -0.83
H23 1.361 -2.789 1.267  0.18
H24 0.997 0.763 1.520  0.17



- Which of these has the lowest strongest force on any atom?
  C22H21F5IrN7O2Se



- Look up the charge of the fourth one.
  -2



- Which value of E does entry 2 give?
  -119436.9375 eV



- Which value of charge does entry 2 give?
  +2